A cluster of 14 separate species, C30H86N26O14 in total in a non-equilibrium geometry. Source: OMol25; level of theory: ωB97M-V/def2-TZVPD.

As for the net charge: 0. The energy above the lowest of the compared OMol25 structures with the same formula, charge and spin comes out at 0.0 kJ/mol. As for the spin multiplicity: 1. The total energy comes out at -3672.1378 hartree. For the LUMO energy, the calculation gives -0.13 eV.

Bonds (Å) are listed after each position.
Element x y z (Å)
1 N -10.033 -13.785 -26.333  H23 1.029, H53 1.009, C128 1.357
2 H -14.042 -15.065 -27.641  C15 1.090
3 C -7.695 -11.710 -21.801  C25 1.528, H31 1.092, H92 1.092, C98 1.542
4 H -7.543 -15.265 -20.070  N21 1.014
5 C -10.101 -11.561 -21.075  H38 1.087, H88 1.090, C98 1.536, H105 1.098
6 H -7.298 -21.210 -26.397  N16 1.011
7 H -9.785 -15.278 -27.879  N94 1.014
8 N -3.833 -13.557 -20.998  C95 1.357, H143 1.000, H154 1.012
9 H -8.657 -8.496 -25.220  C122 1.097
10 H -7.381 -9.703 -20.032  C150 1.101
11 C -8.395 -16.731 -23.455  O69 1.253, N87 1.372, N149 1.346
12 C -12.570 -19.368 -22.079  N78 1.338, O117 1.243, N155 1.366
13 H -14.915 -17.761 -24.403  C148 1.087
14 H -15.493 -14.389 -25.958  C102 1.092
15 C -14.120 -16.046 -27.171  H2 1.090, H44 1.093, H66 1.090, C145 1.534
16 N -7.285 -20.211 -26.244  H6 1.011, H37 1.008, C39 1.366
17 O -5.761 -14.665 -20.599  C95 1.233
18 H -10.024 -14.755 -17.813  N131 1.007
19 C -8.603 -16.898 -28.189  O60 1.243, N94 1.362, N132 1.358
20 H -8.838 -9.663 -19.300  C150 1.091
21 N -8.410 -15.700 -20.367  H4 1.014, C124 1.378, H152 1.010
22 H -8.137 -12.755 -28.004  N104 1.012
23 H -9.057 -13.496 -26.182  N1 1.029
24 H -7.766 -11.142 -19.181  C150 1.087
25 C -7.944 -11.950 -23.289  C3 1.528, C74 1.524, H97 1.097, H151 1.098
26 H -4.927 -12.304 -25.602  N139 1.005
27 O -10.183 -11.979 -27.751  C128 1.244
28 O -9.505 -8.533 -21.360  H103 0.964, N153 1.404
29 O -9.948 -19.457 -25.355  C72 1.242
30 C -11.728 -13.906 -23.392  H61 1.091, C89 1.545, H109 1.092, H147 1.088
31 H -6.733 -11.236 -21.594  C3 1.092
32 H -13.789 -16.636 -22.619  C91 1.090
33 O -10.422 -16.445 -19.565  C124 1.236
34 H -7.161 -21.548 -23.147  N62 1.009
35 H -8.490 -11.031 -25.071  C74 1.093
36 H -4.924 -16.574 -21.625  N111 1.001
37 H -8.167 -19.759 -26.059  N16 1.008
38 H -10.417 -11.935 -22.044  C5 1.087
39 C -6.140 -19.834 -25.603  N16 1.366, O70 1.230, N144 1.381
40 O -4.165 -15.598 -23.523  C121 1.231
41 H -14.130 -13.112 -24.023  C45 1.101
42 H -12.062 -16.602 -22.933  C91 1.095
43 H -8.181 -18.811 -28.193  N132 1.010
44 H -13.316 -16.708 -27.503  C15 1.093
45 C -14.207 -14.032 -23.423  H41 1.101, H67 1.089, C82 1.511, C89 1.568
46 H -10.183 -16.256 -29.298  N94 1.003
47 H -13.188 -17.746 -24.748  C148 1.093
48 H -7.678 -7.823 -24.069  C122 1.092
49 H -5.111 -14.704 -25.687  N84 1.015
50 H -12.602 -18.160 -20.494  N155 1.004
51 N -11.527 -18.915 -26.979  C72 1.370, H120 1.009, H135 0.997
52 H -6.331 -18.720 -19.241  N71 1.001
53 H -10.348 -14.577 -25.793  N1 1.009
54 H -11.948 -21.329 -26.984  N140 0.999
55 H -7.882 -14.968 -24.387  N87 1.013
56 H -10.938 -10.772 -23.620  C58 1.088
57 H -9.568 -17.931 -24.692  N149 1.026
58 C -10.550 -9.798 -23.913  H56 1.088, H77 1.089, C107 1.587, H112 1.091
59 O -7.163 -13.643 -25.938  C108 1.244
60 O -7.870 -16.648 -27.217  C19 1.243
61 H -10.732 -14.323 -23.554  C30 1.091
62 N -7.737 -20.754 -22.910  H34 1.009, H79 1.008, C129 1.370
63 H -12.058 -20.776 -23.431  N78 1.005
64 H -16.351 -14.058 -23.813  C82 1.093
65 N -2.176 -14.894 -24.447  H75 1.000, C121 1.383, H156 1.004
66 H -15.064 -16.462 -27.524  C15 1.090
67 H -14.115 -13.637 -22.411  C45 1.089
68 H -12.423 -13.867 -26.710  N146 1.019
69 O -8.314 -17.476 -22.451  C11 1.253
70 O -5.146 -20.555 -25.528  C39 1.230
71 N -6.006 -18.113 -19.968  H52 1.001, H76 0.998, C115 1.357
72 C -10.903 -19.752 -26.092  O29 1.242, N51 1.370, N140 1.366
73 H -12.547 -12.752 -28.030  N146 1.005
74 C -8.106 -10.676 -24.111  C25 1.524, H35 1.093, H83 1.091, C107 1.577
75 H -1.742 -14.819 -25.344  N65 1.000
76 H -6.558 -17.495 -20.525  N71 0.998
77 H -11.079 -8.941 -23.500  C58 1.089
78 N -11.730 -19.968 -22.931  C12 1.338, H63 1.005, H80 1.006
79 H -7.471 -19.818 -23.173  N62 1.008
80 H -10.748 -19.780 -23.048  N78 1.006
81 N -12.909 -15.279 -25.114  C89 1.453, O125 1.402, C145 1.499
82 C -15.480 -14.717 -23.860  C45 1.511, H64 1.093, C102 1.515, H119 1.096
83 H -7.204 -10.096 -24.312  C74 1.091
84 N -4.098 -14.680 -25.635  H49 1.015, C121 1.364, H142 0.999
85 H -3.367 -17.289 -21.537  N111 1.003
86 H -10.779 -21.714 -25.736  N140 1.009
87 N -7.736 -15.532 -23.559  C11 1.372, H55 1.013, H101 1.007
88 H -10.146 -12.281 -20.258  C5 1.090
89 C -12.905 -14.851 -23.725  C30 1.545, C45 1.568, N81 1.453, C91 1.541
90 H -5.049 -11.554 -27.072  N139 1.004
91 C -12.923 -15.977 -22.674  H32 1.090, H42 1.095, C89 1.541, H127 1.089
92 H -7.678 -12.674 -21.287  C3 1.092
93 H -16.272 -15.910 -25.261  C102 1.091
94 N -9.562 -16.002 -28.553  H7 1.014, C19 1.362, H46 1.003
95 C -4.934 -13.821 -20.249  N8 1.357, O17 1.233, N137 1.371
96 H -5.518 -18.201 -24.495  N144 1.009
97 H -8.790 -12.608 -23.521  C25 1.097
98 C -8.779 -10.790 -21.206  C3 1.542, C5 1.536, C150 1.544, N153 1.447
99 O -8.275 -22.144 -21.193  C129 1.243
100 H -5.632 -13.430 -18.326  N137 1.000
101 H -7.129 -15.296 -22.791  N87 1.007
102 C -15.411 -15.241 -25.280  H14 1.092, C82 1.515, H93 1.091, C145 1.544
103 H -8.833 -7.859 -21.205  O28 0.964
104 N -7.317 -12.217 -27.755  H22 1.012, C108 1.363, H123 1.006
105 H -10.938 -10.914 -20.781  C5 1.098
106 H -14.253 -18.086 -26.012  C148 1.094
107 C -9.049 -9.607 -23.437  C58 1.587, C74 1.577, C122 1.533, N153 1.433
108 C -6.731 -12.698 -26.623  O59 1.244, N104 1.363, N139 1.377
109 H -11.842 -13.000 -23.991  C30 1.092
110 H -8.915 -16.455 -25.369  N149 1.006
111 N -4.328 -17.284 -21.249  H36 1.001, H85 1.003, C115 1.364
112 H -10.630 -9.774 -25.001  C58 1.091
113 O -3.853 -18.878 -19.704  C115 1.234
114 H -8.871 -19.131 -21.694  N133 1.020
115 C -4.686 -18.169 -20.274  N71 1.357, N111 1.364, O113 1.234
116 H -6.628 -17.803 -25.719  N144 1.010
117 O -13.793 -19.590 -22.055  C12 1.243
118 H -4.261 -12.523 -18.828  N137 1.003
119 H -15.717 -15.516 -23.149  C82 1.096
120 H -11.281 -17.938 -26.910  N51 1.009
121 C -3.544 -15.093 -24.458  O40 1.231, N65 1.383, N84 1.364
122 C -8.657 -8.301 -24.140  H9 1.097, H48 1.092, C107 1.533, H126 1.092
123 H -7.349 -11.213 -27.804  N104 1.006
124 C -9.489 -15.636 -19.512  N21 1.378, O33 1.236, N131 1.372
125 O -11.701 -15.900 -25.459  N81 1.402, H138 0.977
126 H -9.486 -7.601 -24.019  C122 1.092
127 H -12.816 -15.604 -21.657  C91 1.089
128 C -10.700 -12.949 -27.169  N1 1.357, O27 1.244, N146 1.367
129 C -8.409 -21.042 -21.752  N62 1.370, O99 1.243, N133 1.364
130 H -8.541 -14.110 -18.497  N131 1.000
131 N -9.392 -14.628 -18.586  H18 1.007, C124 1.372, H130 1.000
132 N -8.560 -18.106 -28.808  C19 1.358, H43 1.010, H136 1.001
133 N -9.035 -19.985 -21.160  H114 1.020, C129 1.364, H134 0.999
134 H -9.300 -19.941 -20.198  N133 0.999
135 H -12.174 -19.287 -27.640  N51 0.997
136 H -9.043 -18.250 -29.673  N132 1.001
137 N -5.012 -13.146 -19.058  C95 1.371, H100 1.000, H118 1.003
138 H -11.537 -16.707 -24.933  O125 0.977
139 N -5.543 -12.056 -26.356  H26 1.005, H90 1.004, C108 1.377
140 N -11.217 -21.054 -26.361  H54 0.999, C72 1.366, H86 1.009
141 H -10.982 -18.440 -21.026  N155 1.001
142 H -3.608 -14.122 -26.302  N84 0.999
143 H -3.176 -12.824 -20.828  N8 1.000
144 N -6.205 -18.529 -25.157  C39 1.381, H96 1.009, H116 1.010
145 C -14.115 -15.998 -25.638  C15 1.534, N81 1.499, C102 1.544, C148 1.537
146 N -11.972 -13.351 -27.465  H68 1.019, H73 1.005, C128 1.367
147 H -11.775 -13.645 -22.336  C30 1.088
148 C -14.168 -17.448 -25.128  H13 1.087, H47 1.093, H106 1.094, C145 1.537
149 N -9.103 -17.025 -24.562  C11 1.346, H57 1.026, H110 1.006
150 C -8.216 -10.390 -19.825  H10 1.101, H20 1.091, H24 1.087, C98 1.544
151 H -7.188 -12.603 -23.746  C25 1.098
152 H -8.428 -16.508 -20.974  N21 1.010
153 N -8.861 -9.594 -22.017  O28 1.404, C98 1.447, C107 1.433
154 H -3.756 -14.164 -21.805  N8 1.012
155 N -11.967 -18.545 -21.171  C12 1.366, H50 1.004, H141 1.001
156 H -1.674 -15.189 -23.628  N65 1.004

Here are the Löwdin charges for atoms 1 to 2, given in e: N 0.172; H 0.069

A cluster of 11 separate species, C30H86N4O11 in total in a non-equilibrium geometry. Source: OMol25; level of theory: ωB97M-V/def2-TZVPD.

As for the net charge: 0. The energy above the lowest of the compared OMol25 structures with the same formula, charge and spin comes out at 265.5 kJ/mol. As for the spin multiplicity: 1. The total energy comes out at -2241.0823 hartree. Its SMILES is COC[C@H](C)N.COC[C@H](C)N.COC[C@H](C)N.COC[C@H](C)N.CCO.CCO.CCO.CCO.CCO.CCO.CCO. For the LUMO energy, the calculation gives 0.34 eV.

Bonds (Å) are listed after each position.
Element x y z (Å)
1 H 0.115 -5.349 0.962  C5 1.098
2 C 0.468 -0.382 -0.614  O23 1.425, C45 1.526, H119 1.094, H128 1.094
3 O -2.417 5.541 0.122  C44 1.413, C104 1.383
4 H -4.451 -4.002 3.608  C81 1.099
5 C -0.932 -5.674 0.895  H1 1.098, O27 1.403, H75 1.089, H94 1.098
6 H 2.184 1.920 -0.635  C116 1.094
7 C -0.560 6.932 -0.390  C11 1.520, H33 1.092, N54 1.490, C104 1.533
8 N -1.590 0.021 0.674  C45 1.465, H49 1.013, H121 1.019
9 C 5.453 2.599 -1.587  H36 1.086, C79 1.504, H88 1.090, H102 1.092
10 C 0.875 -3.762 -2.636  H43 1.088, H51 1.095, H67 1.090, C96 1.499
11 C -0.841 7.352 -1.824  C7 1.520, H41 1.089, H70 1.097, H73 1.091
12 H -4.070 4.279 0.266  C44 1.082
13 H 4.061 2.540 3.478  C35 1.095
14 N -0.754 2.535 -6.540  C22 1.486, H59 1.016, H106 1.020
15 H 3.117 2.520 2.038  C35 1.088
16 H -5.738 -0.221 0.114  C89 1.100
17 H 4.981 0.628 2.991  O32 0.960
18 C -1.816 1.916 3.615  H31 1.094, O57 1.416, H86 1.101, C113 1.516
19 H -4.038 -0.105 -0.271  C89 1.092
20 H -0.445 -2.630 0.160  C56 1.094
21 H 6.915 2.878 -3.108  C79 1.098
22 C 0.143 2.819 -5.390  N14 1.486, H30 1.093, C55 1.511, C120 1.538
23 O 0.392 0.935 -1.155  C2 1.425, C116 1.407
24 H -0.179 -0.995 -3.840  C92 1.094
25 H -0.476 1.260 5.183  C113 1.095
26 H -0.975 -7.589 2.424  C37 1.094
27 O -1.567 -5.647 2.146  C5 1.403, C37 1.428
28 H 1.289 7.864 -0.489  N54 1.012
29 H 1.312 6.316 -0.848  N54 1.020
30 H 1.167 2.965 -5.745  C22 1.093
31 H -1.083 2.149 2.837  C18 1.094
32 O 4.330 0.849 2.319  H17 0.960, C35 1.427
33 H -0.999 7.679 0.276  C7 1.092
34 C -1.848 -6.839 4.257  C37 1.517, C66 1.530, N76 1.475, H90 1.097
35 C 3.480 1.872 2.834  H13 1.095, H15 1.088, O32 1.427, C38 1.528
36 H 4.382 2.569 -1.408  C9 1.086
37 C -1.023 -6.658 2.996  H26 1.094, O27 1.428, C34 1.517, H58 1.096
38 C 2.354 1.270 3.672  C35 1.528, H47 1.087, H83 1.094, H100 1.093
39 H -6.279 1.557 -1.729  C124 1.084
40 O 5.375 4.301 -3.265  H74 0.960, C79 1.436
41 H -0.225 8.206 -2.104  C11 1.089
42 H -1.188 3.985 -4.085  C55 1.095
43 H 0.708 -4.559 -1.913  C10 1.088
44 C -2.989 4.259 0.278  O3 1.413, H12 1.082, H50 1.101, H65 1.098
45 C -0.240 -0.546 0.728  C2 1.526, N8 1.465, C56 1.532, H101 1.098
46 H -3.712 1.452 3.731  O57 0.962
47 H 2.638 0.991 4.684  C38 1.087
48 H -3.413 -7.652 3.222  N76 1.013
49 H -1.877 0.345 1.590  N8 1.013
50 H -2.662 3.563 -0.511  C44 1.101
51 H 0.988 -2.831 -2.071  C10 1.095
52 H -0.465 5.396 0.945  C104 1.101
53 H -1.193 -2.296 1.690  C56 1.084
54 N 0.915 6.976 -0.180  C7 1.490, H28 1.012, H29 1.020
55 C -0.284 4.089 -4.693  C22 1.511, H42 1.095, H93 1.089, H129 1.096
56 C -0.341 -2.035 1.073  H20 1.094, C45 1.532, H53 1.084, H61 1.094
57 O -3.049 1.530 3.038  C18 1.416, H46 0.962
58 H -0.019 -6.395 3.345  C37 1.096
59 H -0.597 1.564 -6.794  N14 1.016
60 C -3.706 -3.058 1.784  C81 1.530, H99 1.093, H117 1.084, H131 1.094
61 H 0.593 -2.308 1.572  C56 1.094
62 H 0.953 1.841 0.680  C116 1.094
63 H -0.671 4.819 -0.737  C104 1.100
64 H 2.791 -5.587 -4.345  O109 0.962
65 H -2.549 3.787 1.166  C44 1.098
66 C -0.986 -7.194 5.470  C34 1.530, H80 1.093, H95 1.093, H130 1.088
67 H -0.003 -3.591 -3.259  C10 1.090
68 H -4.214 1.331 1.266  O110 0.964
69 H 3.715 -2.215 0.845  C91 1.088
70 H -1.871 7.715 -1.924  C11 1.097
71 O 0.467 0.438 -5.162  C92 1.409, C120 1.404
72 O 4.016 0.054 -0.368  H85 0.968, C97 1.418
73 H -0.734 6.537 -2.543  C11 1.091
74 H 5.928 4.687 -3.948  O40 0.960
75 H -1.450 -5.051 0.167  C5 1.089
76 N -2.931 -7.827 4.095  C34 1.475, H48 1.013, H114 1.012
77 H -2.065 -4.203 3.268  O78 0.970
78 O -2.476 -3.504 3.801  H77 0.970, C81 1.433
79 C 5.826 2.964 -2.997  C9 1.504, H21 1.098, O40 1.436, H125 1.096
80 H -0.452 -8.136 5.319  C66 1.093
81 C -3.783 -3.183 3.308  H4 1.099, C60 1.530, O78 1.433, H103 1.087
82 H 0.822 1.833 -3.652  C120 1.101
83 H 1.502 1.955 3.729  C38 1.094
84 H 1.476 -0.402 -3.497  C92 1.097
85 H 3.823 0.126 0.578  O72 0.968
86 H -1.866 2.919 4.068  C18 1.101
87 H 0.774 2.879 -0.680  C116 1.095
88 H 5.952 3.256 -0.874  C9 1.090
89 C -4.973 0.459 -0.286  H16 1.100, H19 1.092, O110 1.426, C124 1.525
90 H -2.345 -5.889 4.493  C34 1.097
91 C 4.261 -2.353 -0.085  H69 1.088, C97 1.526, H126 1.094, H127 1.093
92 C 0.750 -0.629 -4.286  H24 1.094, O71 1.409, H84 1.097, H111 1.091
93 H -0.369 4.914 -5.399  C55 1.089
94 H -0.855 -6.667 0.434  C5 1.098
95 H -0.231 -6.408 5.555  C66 1.093
96 C 2.116 -4.017 -3.438  C10 1.499, H108 1.098, O109 1.442, H122 1.095
97 C 4.877 -1.051 -0.588  O72 1.418, C91 1.526, H105 1.099, H118 1.091
98 H -1.063 -0.019 4.080  C113 1.090
99 H -3.366 -2.025 1.675  C60 1.093
100 H 1.946 0.406 3.141  C38 1.093
101 H 0.351 -0.041 1.503  C45 1.098
102 H 5.862 1.605 -1.392  C9 1.092
103 H -4.080 -2.278 3.831  C81 1.087
104 C -1.038 5.534 0.015  O3 1.383, C7 1.533, H52 1.101, H63 1.100
105 H 5.834 -0.816 -0.101  C97 1.099
106 H -1.682 2.520 -6.116  N14 1.020
107 H -5.601 0.029 -2.328  C124 1.093
108 H 2.996 -4.142 -2.792  C96 1.098
109 O 1.911 -5.240 -4.172  H64 0.962, C96 1.442
110 O -4.797 1.603 0.549  H68 0.964, C89 1.426
111 H 1.249 -1.415 -4.855  C92 1.091
112 H -4.523 1.307 -2.136  C124 1.096
113 C -1.338 0.887 4.621  C18 1.516, H25 1.095, H98 1.090, H115 1.091
114 H -3.576 -7.697 4.863  N76 1.012
115 H -2.048 0.705 5.429  C113 1.091
116 C 1.116 1.877 -0.401  H6 1.094, O23 1.407, H62 1.094, H87 1.095
117 H -3.055 -3.734 1.240  C60 1.084
118 H 5.091 -1.056 -1.658  C97 1.091
119 H 1.493 -0.764 -0.601  C2 1.094
120 C 0.108 1.597 -4.456  C22 1.538, O71 1.404, H82 1.101, H123 1.099
121 H -1.577 0.864 0.102  N8 1.019
122 H 2.440 -3.205 -4.097  C96 1.095
123 H -0.845 1.609 -3.909  C120 1.099
124 C -5.426 0.889 -1.677  H39 1.084, C89 1.525, H107 1.093, H112 1.096
125 H 5.415 2.356 -3.811  C79 1.096
126 H 5.024 -3.127 0.041  C91 1.094
127 H 3.616 -2.770 -0.863  C91 1.093
128 H -0.118 -0.928 -1.359  C2 1.094
129 H 0.462 4.417 -3.960  C55 1.096
130 H -1.524 -7.289 6.410  C66 1.088
131 H -4.678 -3.153 1.291  C60 1.094

Here are the Löwdin charges for atoms 1 to 2, given in e: H 0.093; C -0.194